Record 1
The following is a DFT calculation (ωB97M-V/def2-TZVPD) of C36H33IN2O3PbSb as an isolated structure.

XYZ file:
```
77
Properties=species:S:1:pos:R:3:forces:R:3:lowdin_charge:R:1
Pb 0.647925 1.938831 -0.353030 -0.459 -0.424 0.111 1.29
O 2.088713 -2.118661 1.808551 0.073 -0.032 -0.001 0.06
C 2.978374 -2.405553 0.827885 -0.040 0.024 0.021 -0.27
C 3.544203 -3.678266 0.858024 0.020 0.003 -0.006 -0.01
C 4.450232 -4.059705 -0.110284 0.009 -0.023 0.006 -0.06
C 4.821312 -3.179713 -1.125811 0.006 -0.009 0.003 -0.08
C 4.282602 -1.912006 -1.146208 -0.046 0.017 0.011 -0.02
C 3.354075 -1.505698 -0.181202 -0.048 -0.029 0.027 -0.09
C 2.814601 -0.137551 -0.225891 0.154 -0.110 0.035 -0.39
O 1.667451 0.088589 0.378999 0.141 -0.050 -0.077 -0.24
N 3.508057 0.794746 -0.827506 -0.214 -0.106 0.079 0.10
N 2.843166 1.991507 -0.720732 0.240 0.300 -0.037 -0.12
C 3.492816 3.080708 -0.568253 -0.031 0.168 0.010 -0.03
C 2.848049 4.352038 -0.236458 -0.005 -0.048 0.077 -0.15
C 3.485064 5.530467 -0.651946 -0.042 -0.081 0.021 -0.03
C 3.002091 6.769756 -0.296144 -0.025 0.032 0.017 -0.07
C 1.882099 6.847578 0.528575 -0.007 0.026 0.007 -0.05
C 1.250017 5.703891 0.978942 0.028 -0.075 -0.035 -0.01
C 1.709280 4.438797 0.606795 0.143 0.047 -0.132 -0.36
O 1.065292 3.359651 1.111609 0.000 0.051 0.113 -0.25
H 1.699184 -1.245994 1.639395 -0.001 0.030 -0.014 0.07
H 3.253016 -4.348247 1.656554 0.003 0.006 -0.008 0.12
H 4.877965 -5.053812 -0.074044 -0.006 0.011 -0.004 0.11
H 5.531841 -3.482549 -1.882296 -0.004 -0.002 0.006 0.11
H 4.564571 -1.204562 -1.914098 0.000 0.004 0.001 0.11
H 4.578814 3.033917 -0.638142 -0.016 0.012 -0.020 0.15
H 4.374908 5.450250 -1.265566 -0.007 -0.002 0.010 0.12
H 3.496777 7.668339 -0.636780 -0.004 -0.006 0.005 0.11
H 1.502560 7.815837 0.829355 0.002 -0.013 -0.001 0.11
H 0.390197 5.754186 1.634400 0.014 0.018 -0.006 0.12
I -2.482426 2.879694 -1.679509 -0.224 0.051 -0.063 0.96
C -0.438778 3.221673 -1.818269 0.053 0.626 -0.481 -0.82
H -0.231723 4.244607 -1.504578 0.049 -0.090 0.062 -0.02
H -0.107495 3.083601 -2.844163 0.045 -0.145 0.073 -0.02
C -4.178754 1.190386 1.417438 0.001 -0.024 -0.011 -0.06
C -4.484272 0.174783 0.346119 0.006 0.036 0.018 -0.32
C -5.812375 -0.127027 0.050427 0.001 -0.026 -0.009 -0.03
C -6.145762 -1.038553 -0.940432 0.026 0.018 0.013 -0.06
C -5.149399 -1.681911 -1.659669 -0.011 0.009 0.004 -0.06
C -3.820362 -1.402410 -1.382674 -0.012 -0.031 0.030 -0.12
C -3.493187 -0.485317 -0.388050 -0.059 0.200 -0.028 -0.36
Sb -1.441708 -0.151183 -0.015317 0.248 -0.193 0.176 1.55
C -1.130813 -0.644758 2.011578 0.059 -0.156 -0.027 -0.34
C -0.395629 0.258636 2.777906 -0.030 0.018 0.049 -0.15
C -0.126353 -0.001657 4.111257 -0.015 -0.023 -0.006 -0.06
C -0.598625 -1.176394 4.678461 -0.006 0.001 -0.019 -0.05
C -1.341325 -2.067102 3.920243 0.018 -0.002 -0.012 -0.03
C -1.629123 -1.824639 2.577756 -0.009 0.002 0.013 -0.28
C -2.477924 -2.814740 1.822418 -0.005 0.021 -0.007 -0.04
C -0.484142 -1.620115 -1.207280 -0.062 -0.036 -0.143 -0.32
C 0.089985 -2.729877 -0.594560 -0.013 0.076 0.096 -0.12
C 0.769919 -3.674358 -1.347988 0.005 -0.027 -0.020 -0.06
C 0.880066 -3.505651 -2.718226 -0.011 0.012 -0.003 -0.05
C 0.306920 -2.400535 -3.330453 0.006 -0.017 0.028 -0.03
C -0.383281 -1.440983 -2.594361 0.015 -0.071 0.001 -0.31
C -0.989789 -0.263563 -3.312164 0.054 0.023 0.001 -0.07
H -4.998800 1.249863 2.131501 0.002 0.003 -0.003 0.09
H -4.042630 2.188701 0.994530 0.003 -0.020 -0.016 0.05
H -3.276498 0.945754 1.980780 -0.007 -0.022 0.003 0.05
H -6.597923 0.362123 0.614460 0.011 -0.007 -0.007 0.12
H -7.186625 -1.250559 -1.147041 0.008 0.002 0.007 0.11
H -5.402403 -2.401963 -2.426575 0.006 0.008 0.007 0.11
H -3.042214 -1.922903 -1.928593 0.006 -0.008 0.002 0.10
H -0.029540 1.190215 2.355941 0.005 -0.019 -0.003 0.07
H 0.447368 0.704038 4.696548 0.000 -0.005 -0.005 0.12
H -0.387977 -1.400201 5.716015 -0.005 0.002 -0.009 0.11
H -1.704697 -2.981869 4.373625 0.004 0.014 -0.004 0.12
H -2.354627 -3.814923 2.236432 -0.008 0.011 0.002 0.09
H -2.231558 -2.866478 0.761016 -0.003 0.006 0.032 0.05
H -3.535915 -2.551733 1.895565 0.004 0.009 0.002 0.10
H 0.039255 -2.850530 0.481254 0.005 -0.003 -0.027 0.10
H 1.225017 -4.526837 -0.860714 -0.024 0.023 -0.010 0.11
H 1.413572 -4.235135 -3.313273 0.000 0.008 -0.004 0.11
H 0.391796 -2.278397 -4.403838 -0.003 0.000 0.011 0.12
H -1.005435 -0.433729 -4.387791 0.003 -0.002 0.011 0.09
H -0.412442 0.652871 -3.150289 0.008 0.001 0.034 0.05
H -2.016598 -0.067720 -3.000174 -0.023 0.010 0.024 0.04
```
Positions in Å, forces in eV/Å.

**Energy above the lowest of the compared OMol25 structures with the same formula, charge and spin**: 0.00 kcal per mole
**Net charge**: +1
**LUMO energy**: -4.20 eV
**Frontier orbital gap**: 6.4365 eV

Record 2
The following is a DFT calculation (ωB97M-V/def2-TZVPD) of C36H33N5OP2S3V as an isolated structure at a distorted geometry.

XYZ file:
```
81
Properties=species:S:1:pos:R:3:forces:R:3:lowdin_charge:R:1
V -0.720883 0.813694 -1.139779 -1.139 0.016 -0.230 0.47
S 1.196222 -0.329823 -1.631033 0.114 0.018 0.179 0.53
P 1.622912 0.611162 1.127426 0.267 -0.118 -0.380 1.01
C 0.534702 -0.408330 0.040099 0.391 0.027 0.324 -1.12
P -0.456066 -1.867752 0.262969 0.150 0.151 -0.172 0.49
S -1.878119 -1.889598 -1.158014 0.208 0.214 0.052 0.33
C 0.574119 -3.355505 0.199646 -0.053 -0.058 0.048 -0.35
C 1.222169 -3.842341 1.333928 0.002 0.070 0.023 -0.10
C 2.148410 -4.864905 1.226489 0.022 -0.027 -0.042 -0.08
C 2.442564 -5.404392 -0.018940 0.015 -0.004 0.044 -0.08
C 1.797813 -4.927297 -1.149726 0.047 -0.066 -0.035 -0.07
C 0.861646 -3.911256 -1.042611 -0.069 0.051 -0.056 -0.11
C -1.324530 -1.873685 1.842869 -0.049 0.054 0.018 -0.34
C -1.788826 -0.664318 2.351475 0.035 0.097 0.000 -0.08
C -2.565099 -0.646686 3.497685 -0.011 0.007 0.030 -0.07
C -2.905366 -1.833710 4.129739 -0.007 0.030 0.018 -0.08
C -2.476800 -3.043249 3.605311 0.011 -0.037 -0.009 -0.08
C -1.693506 -3.064643 2.462215 0.012 -0.011 -0.005 -0.09
C 3.283218 -0.192793 1.079582 -0.134 -0.188 0.041 -0.39
C 4.322104 0.514419 1.679440 -0.028 0.110 0.096 -0.11
C 5.603774 -0.005431 1.737017 0.076 0.004 0.021 -0.10
C 5.877632 -1.243920 1.175716 -0.008 -0.063 -0.038 -0.10
C 4.858692 -1.949090 0.552077 0.072 0.006 0.018 -0.08
C 3.575509 -1.425276 0.504269 -0.038 0.053 -0.035 -0.11
C 1.214095 0.260496 2.883011 -0.159 0.091 -0.018 -0.38
C 1.559057 -0.895572 3.578221 0.073 -0.048 -0.096 -0.09
C 1.194296 -1.059155 4.903384 -0.027 0.013 0.042 -0.08
C 0.498099 -0.052135 5.561883 0.005 -0.052 0.053 -0.09
C 0.183211 1.119713 4.893760 -0.014 -0.004 0.012 -0.10
C 0.539374 1.272180 3.561336 -0.048 0.000 0.032 -0.12
H 1.018375 -3.410510 2.303949 -0.043 0.022 0.033 0.09
H 2.649814 -5.230096 2.112829 0.011 -0.018 0.012 0.11
H 3.174852 -6.196265 -0.105627 0.012 -0.019 -0.004 0.10
H 2.026388 -5.346740 -2.120675 -0.002 -0.005 -0.012 0.10
H 0.351216 -3.535041 -1.920226 0.014 0.009 0.013 0.08
H -1.550711 0.269474 1.853978 0.019 -0.041 -0.020 0.09
H -2.900428 0.301091 3.897648 -0.016 0.006 0.009 0.11
H -3.510462 -1.815357 5.026603 -0.015 -0.004 0.021 0.10
H -2.754448 -3.975775 4.079401 -0.006 0.005 0.019 0.10
H -1.385609 -4.014868 2.048486 0.047 -0.028 -0.030 0.11
H 4.124461 1.488506 2.114631 -0.030 0.010 0.006 0.10
H 6.392548 0.559953 2.216105 0.022 0.017 0.007 0.10
H 6.879646 -1.650546 1.213497 0.025 -0.011 0.005 0.10
H 5.056629 -2.912141 0.097729 0.017 -0.007 -0.004 0.10
H 2.803093 -1.974703 -0.009454 -0.101 -0.077 -0.025 0.06
H 2.139107 -1.662518 3.077013 -0.013 0.006 0.004 0.09
H 1.460093 -1.967631 5.428880 0.002 -0.016 0.016 0.10
H 0.213664 -0.182555 6.598622 0.004 0.013 0.005 0.10
H -0.342102 1.914600 5.407395 -0.016 0.016 0.017 0.10
H 0.280463 2.181047 3.030211 0.008 0.009 -0.034 0.10
C -4.557216 3.839108 -2.753173 -0.046 0.009 -0.077 -0.03
N -3.686020 3.118019 -1.866626 -0.023 -0.184 0.115 -0.08
C -2.423022 3.672860 -1.391314 0.007 0.168 -0.159 -0.04
C -1.846968 2.467585 -0.699431 0.339 -0.549 0.245 -0.57
O -0.863308 2.360190 0.158488 -0.015 0.000 -0.116 -0.17
N -2.778284 1.402648 -0.735547 -0.129 0.350 -0.001 0.08
C -3.757158 1.812469 -1.508741 -0.006 -0.113 -0.106 -0.42
N -4.730398 0.978936 -1.943242 0.040 0.069 0.065 0.20
H -4.720111 4.847871 -2.370877 0.026 -0.002 -0.010 0.09
H -5.532081 3.358225 -2.813702 0.007 -0.002 -0.005 0.08
H -4.141841 3.908390 -3.763512 -0.004 0.012 0.012 0.10
H -2.588135 4.513017 -0.705467 0.010 -0.038 0.043 0.14
H -1.822304 4.031075 -2.234221 0.025 0.042 0.060 0.12
H -4.751526 0.083388 -1.482764 0.016 -0.024 -0.016 0.11
H -5.601089 1.339514 -2.285443 -0.008 0.018 -0.008 0.09
N -2.113481 -0.422758 -4.100191 0.092 0.011 -0.086 0.11
C -1.395358 0.708819 -4.246554 -0.198 -0.130 0.250 -0.67
N -0.892807 1.372386 -3.241079 0.223 -0.035 -0.132 -0.01
C -0.144491 2.461537 -3.695232 -0.046 0.031 0.021 -0.31
C 0.604185 3.314018 -2.887645 0.006 -0.017 -0.040 -0.02
C 1.283997 4.357720 -3.487605 0.017 0.023 -0.042 -0.07
C 1.230709 4.559818 -4.868021 0.026 0.023 0.034 -0.09
C 0.506540 3.705742 -5.679996 -0.019 -0.057 0.008 -0.09
C -0.169931 2.654529 -5.077731 0.027 0.075 0.041 -0.46
S -1.117562 1.395259 -5.824620 0.003 0.036 -0.043 1.10
H -1.963353 -0.929494 -3.225430 -0.008 0.034 -0.006 -0.04
H -2.252543 -0.994941 -4.915305 -0.013 0.001 -0.008 0.10
H 0.664455 3.152983 -1.816568 -0.013 -0.008 -0.003 0.11
H 1.876152 5.022776 -2.874255 0.011 0.016 0.010 0.11
H 1.772863 5.383035 -5.312484 0.013 0.013 0.002 0.10
H 0.483099 3.844527 -6.752112 -0.012 0.005 -0.019 0.11
```
Positions in Å, forces in eV/Å.

**2S+1**: 2
**Energy above the lowest of the compared OMol25 structures with the same formula, charge and spin**: 3.87 kcal per mole
**Net charge**: 0
**LUMO energy (alpha / beta)**: 0.21 / 0.21 eV
**Frontier orbital gap (alpha / beta)**: 6.9302 / 6.2237 eV